Record 1
# C14H32AsF6O22S6

C14H32AsF6O22S6 as an isolated structure at a distorted geometry (the ωB97M-V functional and the def2-TZVPD basis, the Open Molecules 2025 dataset).

ORCA input file:
```
! wB97M-V def2-TZVPD RIJCOSX def2/J DEFGRID3
* xyz -1 1
H -8.3937 19.0467 24.5429
H -6.6176 19.0774 26.1744
H -6.0995 25.6964 23.1300
H -7.3029 19.7859 23.3612
O -5.2000 18.4766 24.9616
O -13.7842 24.3942 25.5876
C -4.5158 19.6068 22.6319
H -5.2618 23.3021 19.6627
F -7.9367 24.4886 24.2299
As -7.3481 22.9009 23.5958
H -3.7130 19.7637 21.9114
O -3.3372 20.1938 25.0657
F -8.5422 22.8159 22.3151
H -9.2995 20.4786 21.2485
H -8.6474 24.5549 19.9454
C -6.3299 19.4018 25.1743
H -9.8088 25.5001 22.3058
O -11.4139 23.6390 26.5327
H -6.1485 24.3117 25.6642
S -11.9400 24.0923 20.3705
C -10.0571 23.6512 26.1580
H -6.5506 20.8266 20.6769
F -6.0105 22.9085 24.8524
O -3.8068 27.3627 24.0384
C -7.3877 19.0127 24.1247
S -4.6833 27.2730 25.1683
F -6.2659 23.6268 22.3922
O -10.2523 18.9282 22.3049
C -9.8836 24.5074 21.8620
F -6.5780 21.2816 23.1098
O -4.5590 28.2450 26.2220
C -9.5304 24.1231 20.4165
H -7.4090 25.5805 24.4926
S -12.3885 23.9482 25.1800
O -3.0024 17.9690 23.7697
O -12.3331 22.8297 24.1771
O -11.2847 25.1008 24.7671
O -9.7292 17.9804 24.7220
H -9.3589 25.4829 25.0598
H -5.0088 20.5776 22.6815
O -6.2717 27.1242 24.6510
H -9.2611 23.8549 22.4743
H -7.2707 18.0468 23.6333
O -4.6896 25.7719 25.8153
O -6.1593 21.9123 18.5662
S -10.7248 18.7743 23.9518
H -10.3347 22.1601 23.1721
F -8.4205 21.9769 24.6450
O -11.2555 24.0731 21.8618
C -6.3918 25.8085 24.1741
C -9.9555 21.1383 23.1855
H -4.3892 22.5964 16.8634
O -8.4268 20.7739 18.3952
C -4.2205 23.0670 17.8320
O -10.6636 20.4244 24.1559
H -6.1073 24.0148 18.2772
H -5.1989 18.7839 22.4216
O -8.3494 23.3087 18.9262
H -9.3982 23.9987 26.9538
O -12.9788 25.0946 20.2360
C -5.4474 24.8491 25.0256
C -10.0033 24.6178 24.9039
H -9.9155 22.6125 25.8593
C -10.1351 20.2992 21.9249
H -9.5743 23.0343 20.4441
H -11.0236 20.6096 21.3750
S -3.8014 19.1086 24.2175
O -12.0976 18.2356 24.0484
H -3.3861 22.4077 18.0712
H -8.1971 20.6901 21.1483
H -3.9338 24.0758 17.5352
H -6.2168 20.4853 25.1390
H -9.6176 23.9939 24.0976
S -7.7879 21.9056 19.0599
C -7.4620 21.4129 20.7942
H -7.3973 22.2725 21.4612
O -10.5886 24.6674 19.7003
H -4.8378 24.2702 24.3318
O -12.3535 22.7949 19.8754
C -5.5034 23.1699 18.6080
H -8.9328 21.3353 23.5071
*
```

Its energy relative to the best compared isomer or geometry (same formula, charge and spin) is 414.9 kcal per mole. For the HOMO energy, the calculation gives -8.6 eV. As for the total energy: -7431.48632 Ha.

These are the Mulliken partial charges, in e, on atoms 1 to 5: 0.295, 0.381, 0.138, -0.428, -0.476

=====

Record 2
# C5H7NO3S

A 2-piece molecular cluster, C5H7NO3S overall at a distorted geometry (the ωB97M-V functional and the def2-TZVPD basis, the Open Molecules 2025 dataset).

ORCA input file:
```
! wB97M-V def2-TZVPD RIJCOSX def2/J DEFGRID3
* xyz 0 1
O 1.5859 1.5805 -0.2682
H -1.2607 1.8837 1.3763
O -1.3833 -0.1762 1.0836
H 1.8024 2.5216 -0.3641
H -1.0318 -0.6405 -2.0671
H -1.3438 -2.0814 0.3242
H -0.9372 1.7793 -1.4910
O 3.5279 0.9306 1.3928
C 1.9886 -0.8612 0.2574
H 1.7652 -0.7541 1.3088
C -1.0920 1.0586 -0.7350
C -1.1443 -0.3045 -1.1324
N 1.8527 -1.8311 -0.5191
S 3.0184 0.7370 0.0086
H 1.5401 -2.6872 -0.1520
C -1.2525 -0.9954 0.0202
C -1.2563 1.0391 0.5976
*
```

Its energy relative to the best compared isomer or geometry (same formula, charge and spin) is 61.2 kcal per mole. For the HOMO energy, the calculation gives -8.7 eV. As for the total energy: -873.26737 Ha.

These are the Mulliken partial charges, in e, on atoms 1 to 5: -0.413, 0.318, -0.266, 0.319, 0.554

=====

Record 3
# C20H23NO4

The molecule C20H23NO4 (the ωB97M-V functional and the def2-TZVPD basis, the Open Molecules 2025 dataset).

ORCA input file:
```
! wB97M-V def2-TZVPD RIJCOSX def2/J DEFGRID3
* xyz 0 1
C 0.0477 -5.5830 -3.1593
H -2.5491 -3.5072 -0.9210
H -0.3558 -1.6950 0.1822
H 3.3808 5.2416 2.2544
H -3.5398 1.4506 0.6297
H -3.9798 -0.2753 2.3286
H -3.8967 2.2167 2.1886
C -0.9502 2.0693 0.5622
O 2.8553 -3.3130 -3.0686
H 3.2767 -2.1468 -1.4036
C -3.0246 0.2535 2.3422
H -1.1292 -0.2322 1.6151
O 1.0723 2.2281 -0.5499
C 0.7212 3.4892 1.5598
C -2.4499 -1.5717 0.8044
C -3.1677 1.6186 1.6413
H -2.7018 0.4007 3.3775
C 1.6159 -3.7994 -2.7775
C -1.5390 -3.1207 -0.8548
C -0.8740 -4.9567 -2.3395
H -1.8419 -5.4034 -2.1692
C 0.6974 -3.1760 -1.9472
H 1.7162 5.8142 2.5233
O 1.9896 4.0166 1.5212
H 2.4817 2.5501 -1.9255
H 2.5922 -1.2701 -2.8022
C 2.3685 4.9350 2.5147
O -3.6016 -1.9556 0.7118
H 1.9746 4.0257 -1.0679
H 2.0139 -5.4849 -4.0230
C 0.3222 2.6292 0.5200
C 3.2504 -2.0901 -2.4968
C 1.2852 -5.0151 -3.3818
H -1.2293 1.4260 -0.2591
C 2.2050 2.9641 -0.9556
C -0.5558 -3.7505 -1.7168
N -2.0716 -0.5885 1.6664
H 4.2559 -1.9022 -2.8704
C -1.3307 -2.1320 0.0207
H -0.2019 -6.5203 -3.6337
H -2.1076 3.4005 3.4254
C -1.8416 2.3199 1.5956
H 0.9303 -2.2308 -1.4853
C -0.1830 3.7545 2.5808
H 0.0960 4.4163 3.3848
H 2.3765 4.4762 3.5089
H 3.0370 2.8479 -0.2583
C -1.4398 3.1761 2.6074
*
```

Its energy relative to the best compared isomer or geometry (same formula, charge and spin) is 65.8 kcal per mole. For the HOMO energy, the calculation gives -8.3 eV. As for the total energy: -1131.59726 Ha.

These are the Mulliken partial charges, in e, on atoms 1 to 5: -0.469, 0.398, 0.296, 0.255, 0.305

=====

Record 4
# C7H13N

The molecule C7H13N at a distorted geometry (the ωB97M-V functional and the def2-TZVPD basis, the Open Molecules 2025 dataset).

ORCA input file:
```
! wB97M-V def2-TZVPD RIJCOSX def2/J DEFGRID3
* xyz 0 1
H 0.9178 1.9941 -0.0382
C 1.9186 -1.3254 -0.2480
C 0.4787 -0.1852 1.4849
H -2.7971 -1.1374 -0.4038
H 1.0770 1.0907 -1.5524
H 0.7965 -0.8334 2.3002
H -1.3757 -1.0804 -1.4551
H -1.7235 2.3094 -0.1239
H 2.4763 1.3191 -0.5022
H 2.9856 -1.0749 -0.2843
C -1.3409 0.3312 0.1841
C -1.7073 -1.0073 -0.4141
H 1.6226 -1.6197 -1.2624
N -2.0746 1.3850 -0.3313
H -2.4175 1.2743 -1.2761
H 1.8036 -2.1986 0.3985
C -0.7554 0.4572 1.4609
C 1.0815 -0.1620 0.2154
H -1.0956 1.1671 2.2113
C 1.3950 1.1303 -0.5039
H -1.2656 -1.8340 0.1402
*
```

Its energy relative to the best compared isomer or geometry (same formula, charge and spin) is 52.3 kcal per mole. For the HOMO energy, the calculation gives -7.1 eV. As for the total energy: -329.18807 Ha.

These are the Mulliken partial charges, in e, on atoms 1 to 5: 0.310, -1.489, -0.608, 0.432, 0.280